Formula: C5H41NO14
Source: the OMol25 dataset
Level of theory: the ωB97M-V functional and the def2-TZVPD basis

XYZ file:
```
61
Properties=species:S:1:pos:R:3
C 0.283 -3.455 -1.160
N 0.604 -2.189 -1.816
C 1.950 -2.211 -2.383
C 1.039 -1.183 0.492
C 0.340 -1.021 -0.898
C 0.803 0.291 -1.508
H -0.766 -3.694 -1.357
H 0.820 -4.265 -1.668
H 0.630 -3.514 -0.132
H 2.005 -3.014 -3.111
H 2.706 -2.411 -1.609
H 2.193 -1.288 -2.881
H 1.747 -2.005 0.582
H 0.248 -1.102 1.230
H 1.688 -0.323 0.667
H -0.723 -1.145 -0.738
H 0.382 1.120 -0.959
H 1.869 0.251 -1.708
H 0.416 0.340 -2.540
H -1.515 0.477 1.499
H -1.974 1.587 0.549
O -1.278 0.930 0.677
H 0.017 2.614 2.644
H -0.807 2.783 1.450
O -0.034 3.192 1.863
H -1.386 -1.152 -2.927
H -0.646 -1.974 -3.970
O -1.367 -1.344 -3.870
H -2.200 -3.202 2.292
H -1.923 -2.589 0.852
O -1.768 -2.490 1.802
H -0.061 1.238 -4.571
H -1.009 0.210 -4.060
O -0.796 1.152 -3.956
H 0.828 3.188 -2.326
H 0.827 3.909 -1.003
O 1.397 3.721 -1.761
H -1.674 0.120 3.960
H -1.510 1.497 4.376
O -2.220 0.911 4.084
H -2.425 0.951 -1.795
H -2.410 2.248 -2.684
O -2.807 1.821 -1.921
H 1.278 1.231 4.460
H 0.785 0.101 3.408
O 0.624 0.947 3.825
H -3.846 1.936 -0.448
H -4.761 1.515 0.664
O -3.977 2.060 0.522
H 4.045 0.398 0.092
H 4.693 -0.376 1.308
O 4.115 -0.443 0.548
H -3.434 -1.320 2.037
H -3.625 0.055 1.356
O -4.041 -0.808 1.484
H 2.887 -1.142 2.379
H 3.574 -0.525 3.720
O 2.777 -0.762 3.251
H 2.669 2.505 -0.214
H 1.990 2.737 1.240
O 2.752 2.912 0.660
```

M = 339.376 g mol⁻¹
gap between HOMO and LUMO = 8.95 eV
multiplicity = 1
LUMO = 0.03 eV
total energy = -1323.15656 Ha
energy relative to the best compared isomer or geometry (same formula, charge and spin) = 344.83 kJ/mol
largest force on an atom = 2.3 eV/Å
HOMO energy = -8.92 eV

Formula: C5H43BNO17
Source: the OMol25 dataset
Level of theory: the ωB97M-V functional and the def2-TZVPD basis

XYZ file:
```
67
Properties=species:S:1:pos:R:3
C 3.659 1.890 -0.209
C 2.455 0.931 -0.060
C 1.088 1.638 0.135
C -0.125 0.651 0.013
C 0.190 -0.803 0.492
B -1.502 1.134 0.772
O -2.500 1.714 -0.260
N -3.327 0.761 -0.666
O -4.116 1.220 -1.466
H 3.622 2.508 -1.114
H 4.559 1.262 -0.328
H 3.845 2.490 0.696
H 2.353 0.227 -0.899
H 2.629 0.326 0.846
H 1.005 2.151 1.106
H 0.965 2.384 -0.676
H -0.331 0.543 -1.084
H 0.398 -0.872 1.573
H -0.728 -1.379 0.326
H 0.956 -1.294 -0.135
H -2.029 0.135 1.200
H -1.340 1.890 1.688
O 1.186 -2.160 -1.975
H 0.447 -2.060 -2.588
H 1.395 -3.098 -2.017
O 5.757 2.328 -2.480
H 6.114 1.875 -3.249
H 6.063 3.236 -2.583
O -2.064 0.878 3.914
H -2.899 1.184 4.279
H -1.687 0.335 4.613
O 1.372 3.428 -3.214
H 1.065 2.585 -2.852
H 0.674 3.684 -3.827
O 7.976 4.789 -2.480
H 7.580 5.630 -2.727
H 8.356 4.955 -1.613
O -2.235 -2.523 1.888
H -2.572 -3.342 2.264
H -2.932 -2.243 1.279
O 1.944 1.268 -4.661
H 2.274 0.906 -5.487
H 2.580 1.952 -4.424
O 3.791 -2.839 -3.309
H 4.177 -2.138 -3.837
H 3.136 -2.382 -2.760
O -1.276 -3.625 -1.591
H -2.096 -3.299 -1.211
H -0.899 -4.174 -0.899
O -0.953 4.815 -2.698
H -1.439 4.620 -1.890
H -0.028 4.657 -2.459
O -0.924 0.204 -3.627
H -0.538 0.898 -4.170
H -1.575 0.664 -3.084
O -5.591 -1.279 0.226
H -5.152 -0.577 -0.277
H -6.232 -0.812 0.764
O -1.814 -3.157 5.287
H -1.515 -2.732 4.473
H -2.186 -3.993 4.991
O -4.255 -4.001 6.110
H -4.999 -3.392 6.087
H -3.570 -3.516 6.584
O -6.331 -5.384 7.878
H -6.284 -6.307 8.135
H -5.668 -5.298 7.178
```

total charge = -1
M = 400.201 g mol⁻¹
gap between HOMO and LUMO = 6.72 eV
multiplicity = 1
LUMO = 1.92 eV
total energy = -1574.92300 Ha
largest force on an atom = 2.3 eV/Å
HOMO energy = -4.79 eV

Formula: C5H4BiO4
Source: the OMol25 dataset
Level of theory: the ωB97M-V functional and the def2-TZVPD basis

XYZ file:
```
14
Properties=species:S:1:pos:R:3
C 3.390 1.252 1.358
C 2.623 1.706 2.182
H 1.773 2.273 2.554
H 1.005 -0.530 1.722
O -0.634 0.256 0.355
C -0.220 -1.040 0.339
O -0.725 -1.837 -0.432
O 0.699 -1.299 1.173
Bi -0.753 -3.718 -1.042
C -1.689 0.631 -0.432
C -1.249 0.769 -1.679
O -2.846 0.928 0.023
H -1.008 0.532 -2.716
H -3.099 1.863 -0.091
```

total charge = +4
M = 337.063 g mol⁻¹
gap between HOMO and LUMO (spin up / spin down) = 8.56 / 4.70 eV
multiplicity = 2
LUMO (spin up / spin down) = -18.46 / -20.09 eV
total energy = -706.08899 Ha
energy relative to the best compared isomer or geometry (same formula, charge and spin) = 0.00 kJ/mol
largest force on an atom = 5.2 eV/Å
HOMO energy (spin up / spin down) = -27.02 / -24.79 eV

Formula: C5H4BrF3N2
Source: the OMol25 dataset
Level of theory: the ωB97M-V functional and the def2-TZVPD basis

XYZ file:
```
15
Properties=species:S:1:pos:R:3
C 0.092 -0.287 -1.835
N -0.825 -1.080 -1.606
C -1.038 -1.890 -0.563
C -0.908 -1.527 0.739
N -0.552 -0.246 1.075
C 0.466 0.436 0.956
Br 2.450 -0.248 0.855
C 0.561 2.013 0.944
F 1.285 2.579 -0.018
F -0.618 2.436 0.601
F 1.110 2.494 2.095
H -0.077 0.557 -2.543
H 1.082 -0.360 -1.413
H -1.595 -2.820 -0.752
H -1.432 -2.057 1.463
```

M = 228.999 g mol⁻¹
gap between HOMO and LUMO = 8.41 eV
multiplicity = 1
LUMO = -0.19 eV
structure (SMILES) = C=N/C=C\N=C(/Br)C(F)(F)F
total energy = -3175.96044 Ha
energy relative to the best compared isomer or geometry (same formula, charge and spin) = 204.50 kJ/mol
largest force on an atom = 2.9 eV/Å
HOMO energy = -8.60 eV

Formula: C5H4BrN4O
Source: the OMol25 dataset
Level of theory: the ωB97M-V functional and the def2-TZVPD basis

XYZ file:
```
15
Properties=species:S:1:pos:R:3
Br 4.121 4.148 -0.179
C 2.957 2.697 -0.135
N 3.550 1.514 -0.066
N 2.910 0.428 0.106
C 2.049 -0.169 0.762
N 0.869 -0.697 0.746
C 0.033 -0.229 -0.345
N -0.285 1.173 -0.109
C 0.443 2.232 -0.334
C 1.639 2.910 -0.532
O 0.329 3.554 -0.103
H 0.584 -0.980 1.676
H -0.787 -0.833 -0.254
H 0.550 -0.192 -1.397
H -1.285 1.372 0.147
```

total charge = +1
M = 216.018 g mol⁻¹
gap between HOMO and LUMO (spin up / spin down) = 7.33 / 7.33 eV
multiplicity = 1
LUMO (spin up / spin down) = -5.49 / -5.49 eV
structure (SMILES) = Br/C1=N/[N+]#CNCNC2=C1O2
total energy = -3060.69846 Ha
energy relative to the best compared isomer or geometry (same formula, charge and spin) = 39.04 kJ/mol
largest force on an atom = 5.2 eV/Å
HOMO energy (spin up / spin down) = -12.81 / -12.82 eV

Formula: C5H4BrO
Source: the OMol25 dataset
Level of theory: the ωB97M-V functional and the def2-TZVPD basis

XYZ file:
```
11
Properties=species:S:1:pos:R:3
C -0.008 -1.114 0.602
C -0.581 -1.025 -0.620
C 0.591 0.016 1.217
C 0.619 1.215 0.572
C -0.499 0.470 -1.303
O 0.094 1.401 -0.644
Br -1.215 0.844 -2.943
H 0.000 -2.067 1.115
H -1.078 -1.792 -1.182
H 1.006 -0.062 2.211
H 1.070 2.114 0.974
```

total charge = +1
M = 159.990 g mol⁻¹
gap between HOMO and LUMO = 9.10 eV
multiplicity = 1
LUMO = -5.59 eV
total energy = -2841.84910 Ha
energy relative to the best compared isomer or geometry (same formula, charge and spin) = 29.89 kJ/mol
largest force on an atom = 5.4 eV/Å
HOMO energy = -14.69 eV

Formula: C5H4BrO3
Source: the OMol25 dataset
Level of theory: the ωB97M-V functional and the def2-TZVPD basis

XYZ file:
```
13
Properties=species:S:1:pos:R:3
C -1.353 -0.246 -0.623
C -0.123 -0.458 -1.069
C 1.739 1.373 -0.047
C -1.342 -0.354 0.912
C 0.782 -0.272 0.080
O 2.752 1.049 -0.487
O 1.041 2.279 0.334
O -0.007 -0.649 1.232
Br 2.024 -1.795 0.053
H -2.336 -0.171 -0.993
H 0.264 -0.412 -2.076
H -1.410 0.729 1.328
H -2.031 -1.075 1.355
```

total charge = -1
M = 191.988 g mol⁻¹
gap between HOMO and LUMO = 7.14 eV
multiplicity = 1
LUMO = 3.60 eV
total energy = -2992.65784 Ha
energy relative to the best compared isomer or geometry (same formula, charge and spin) = 37.65 kJ/mol
largest force on an atom = 5.6 eV/Å
HOMO energy = -3.53 eV

Formula: C5H4BrO3
Source: the OMol25 dataset
Level of theory: the ωB97M-V functional and the def2-TZVPD basis

XYZ file:
```
13
Properties=species:S:1:pos:R:3
C 0.594 0.375 -1.575
C 1.397 -0.615 -1.152
C -0.511 0.257 2.231
C -0.457 0.649 -0.476
C -0.217 -0.484 0.498
O -0.566 -0.619 3.077
O -0.763 1.384 2.069
O 0.931 -1.121 0.122
Br -1.639 -1.968 0.256
H 0.709 0.752 -2.609
H 2.183 -1.118 -1.629
H -0.262 1.649 0.039
H -1.399 0.859 -0.853
```

total charge = -1
M = 191.988 g mol⁻¹
gap between HOMO and LUMO = 7.48 eV
multiplicity = 1
LUMO = 3.58 eV
total energy = -2992.67219 Ha
energy relative to the best compared isomer or geometry (same formula, charge and spin) = 0.00 kJ/mol
largest force on an atom = 5.7 eV/Å
HOMO energy = -3.90 eV

Formula: C5H4Cl2N2O
Source: the OMol25 dataset
Level of theory: the ωB97M-V functional and the def2-TZVPD basis

XYZ file:
```
14
Properties=species:S:1:pos:R:3
O 0.132 -0.565 -1.787
C -1.049 -0.709 -1.396
C -1.404 -0.738 0.035
Cl -2.812 -1.684 0.431
C -0.158 -0.919 0.922
N 0.809 -0.105 0.874
C 0.719 1.209 0.326
N -0.602 1.757 0.322
C -1.627 1.028 0.120
Cl -3.233 1.519 -0.150
H -1.987 -0.745 -1.994
H -0.054 -1.787 1.589
H 1.332 1.827 0.850
H 0.885 1.050 -0.712
```

M = 179.006 g mol⁻¹
gap between HOMO and LUMO = 9.40 eV
multiplicity = 1
LUMO = -0.17 eV
structure (SMILES) = O=C[C@@]1(Cl)C=NCN=C1Cl
total energy = -1297.97963 Ha
energy relative to the best compared isomer or geometry (same formula, charge and spin) = 0.00 kJ/mol
largest force on an atom = 3.9 eV/Å
HOMO energy = -9.57 eV

Formula: C5H4Cl3NOS
Source: the OMol25 dataset
Level of theory: the ωB97M-V functional and the def2-TZVPD basis

XYZ file:
```
15
Properties=species:S:1:pos:R:3
C -0.754 1.962 0.689
C -0.647 1.420 -0.673
S -1.151 2.119 -2.069
O 0.090 0.252 -0.841
C 0.399 -0.733 0.121
C -0.771 -1.367 0.643
N -1.721 -1.658 1.162
C 1.267 -1.730 -0.565
Cl 0.241 -2.428 -1.886
Cl 1.763 -2.958 0.584
Cl 2.610 -0.895 -1.278
H 0.242 1.920 1.115
H -1.230 2.980 0.859
H -1.373 1.362 1.257
H 1.035 -0.246 0.882
```

M = 232.519 g mol⁻¹
gap between HOMO and LUMO = 9.06 eV
multiplicity = 1
LUMO = -0.07 eV
structure (SMILES) = CC(=S)O[C@@H](C#N)C(Cl)(Cl)Cl
total energy = -2101.61976 Ha
energy relative to the best compared isomer or geometry (same formula, charge and spin) = 0.00 kJ/mol
largest force on an atom = 3.6 eV/Å
HOMO energy = -9.13 eV